This record from the OMol25 dataset describes a 2-piece molecular cluster, C5H7Cl2FO4S overall. The level of theory is ωB97M-V/def2-TZVPD.

Calculated values
* HOMO-LUMO gap: 9.07 eV
* SMILES string: O=C1OCC[C@@H]1S(=O)(=O)F.ClCCl

Each atom is followed by the atoms it is bonded to, with distances in Å.
Positions of all 20 atoms, in Å:
1 O -0.0006 -0.9935 -1.4178  C2 1.348
2 C -0.1964 0.3033 -1.1040  O1 1.348, O3 1.501, C6 1.654
3 O 0.5613 1.3768 -1.8286  C2 1.501, C4 1.484
4 C 0.4932 2.5942 -0.9827  O3 1.484, C5 1.673, H11 1.190, H12 1.194
5 C -0.9651 2.4567 -0.1751  C4 1.673, C6 1.640, H13 1.173, H14 1.171
6 C -1.2664 0.8580 0.0282  C2 1.654, C5 1.640, S7 1.873, H15 1.183
7 S -1.0043 0.4390 1.8349  C6 1.873, O8 1.555, O9 1.570, F10 1.749
8 O 0.4518 -0.0741 2.0183  S7 1.555
9 O -1.3012 1.6278 2.8165  S7 1.570
10 F -2.0767 -0.8475 2.3385  S7 1.749
11 H 1.4379 2.7895 -0.2863  C4 1.190
12 H 0.3131 3.6369 -1.5355  C4 1.194
13 H -1.7834 2.7756 -0.9526  C5 1.173
14 H -0.8354 3.1601 0.7525  C5 1.171
15 H -2.2799 0.4021 -0.3771  C6 1.183
16 Cl 0.7277 -5.4717 -0.4363  C17 1.768
17 C 1.6285 -3.9705 -0.1915  Cl16 1.768, Cl18 1.768, H19 1.093, H20 1.093
18 Cl 3.3639 -4.2272 -0.4092  C17 1.768
19 H 1.2851 -3.2275 -0.9155  C17 1.093
20 H 1.4470 -3.6081 0.8233  C17 1.093